Record 1
Formula: C18H32O24S5
Source: the Open Molecules 2025 dataset
Level of theory: ωB97M-V with the def2-TZVPD basis set

XYZ file:
```
79
Properties=species:S:1:pos:R:3:lowdin_charge:R:1
O -14.02 -26.57 -12.84 0.112
C -14.88 -25.80 -12.53 -0.495
O -14.63 -24.48 -12.43 0.030
C -15.78 -23.74 -11.97 -0.134
C -16.93 -24.74 -11.95 -0.146
C -16.25 -26.11 -12.00 -0.071
H -15.94 -22.83 -12.54 0.098
H -15.57 -23.52 -10.92 0.137
H -17.55 -24.77 -12.85 0.114
H -17.63 -24.65 -11.12 0.101
H -16.79 -26.88 -12.57 0.104
H -16.04 -26.61 -11.05 0.135
O -18.00 -21.94 -11.75 0.117
C -18.48 -21.66 -12.82 -0.474
O -17.76 -21.10 -13.83 0.038
C -18.67 -20.81 -14.89 -0.160
C -19.80 -21.81 -14.73 -0.157
C -19.87 -22.08 -13.24 -0.065
H -18.29 -21.06 -15.88 0.119
H -18.97 -19.76 -14.89 0.132
H -19.60 -22.75 -15.25 0.112
H -20.74 -21.51 -15.20 0.120
H -20.00 -23.10 -12.90 0.115
H -20.42 -21.37 -12.62 0.131
C -21.77 -25.50 -9.32 -0.151
C -20.42 -25.68 -10.00 -0.164
O -20.22 -24.40 -10.59 -0.233
S -20.56 -23.26 -9.50 0.665
O -20.94 -22.01 -10.10 -0.216
O -19.56 -23.27 -8.46 -0.230
O -21.82 -24.12 -8.95 -0.205
H -21.87 -26.07 -8.40 0.135
H -22.63 -25.66 -9.97 0.133
H -20.47 -26.39 -10.82 0.138
H -19.57 -25.93 -9.36 0.132
C -12.33 -28.30 -10.98 -0.188
C -10.90 -27.88 -11.46 -0.156
O -10.12 -29.02 -11.06 -0.191
S -10.50 -29.23 -9.52 0.663
O -10.23 -28.05 -8.75 -0.231
O -10.15 -30.53 -9.06 -0.218
O -12.11 -29.24 -9.95 -0.206
H -12.90 -28.75 -11.79 0.122
H -12.81 -27.38 -10.64 0.118
H -10.58 -26.99 -10.94 0.117
H -10.88 -27.73 -12.53 0.136
C -17.02 -30.62 -9.73 -0.191
C -17.68 -31.77 -10.50 -0.150
O -17.99 -31.24 -11.80 -0.209
S -17.48 -29.69 -11.97 0.677
O -18.52 -28.98 -12.67 -0.231
O -16.14 -29.72 -12.49 -0.227
O -17.45 -29.41 -10.34 -0.198
H -15.93 -30.71 -9.78 0.129
H -17.24 -30.63 -8.67 0.134
H -18.65 -31.98 -10.06 0.127
H -17.13 -32.69 -10.67 0.135
C -12.73 -18.22 -15.70 -0.149
C -11.77 -19.35 -15.85 -0.183
O -12.54 -20.54 -15.93 -0.192
S -13.99 -20.39 -15.19 0.660
O -14.03 -21.14 -13.96 -0.216
O -15.07 -20.58 -16.12 -0.244
O -13.80 -18.81 -14.96 -0.199
H -13.14 -17.79 -16.61 0.137
H -12.30 -17.45 -15.06 0.137
H -11.07 -19.47 -15.02 0.138
H -11.21 -19.37 -16.78 0.140
C -16.19 -24.55 -16.04 -0.137
C -15.55 -23.48 -16.94 -0.187
O -15.45 -24.08 -18.21 -0.187
S -15.02 -25.63 -18.06 0.644
O -13.62 -25.76 -17.80 -0.227
O -15.56 -26.38 -19.13 -0.208
O -15.77 -25.80 -16.62 -0.191
H -17.27 -24.45 -16.02 0.123
H -15.82 -24.47 -15.01 0.120
H -14.52 -23.24 -16.65 0.128
H -16.19 -22.61 -17.00 0.115
```

Calculated values
HOMO level, eV: -10.13
LUMO energy, eV: 0.07
Charge: 0
Energy relative to the best compared isomer or geometry (same formula, charge and spin), kJ/mol: 33.37
E, Eh: -4501.6289
Frontier orbital gap, eV: 10.2011

=====

Record 2
Formula: C31H34BaBrN6OSb2
Source: the Open Molecules 2025 dataset
Level of theory: ωB97M-V with the def2-TZVPD basis set

XYZ file:
```
76
Properties=species:S:1:pos:R:3:lowdin_charge:R:1
Ba 1.14 0.29 -0.65 1.787
C 5.76 0.18 -2.52 -0.305
Sb 3.69 0.45 -2.09 1.339
C 3.94 0.63 0.06 -0.339
C 3.77 2.47 -3.00 -0.242
C 3.84 3.69 -2.12 -0.274
C 4.98 3.86 -1.33 -0.056
C 5.10 4.89 -0.42 -0.066
C 4.06 5.80 -0.29 -0.063
C 2.92 5.65 -1.07 -0.052
C 2.79 4.61 -1.99 -0.294
C 1.42 4.40 -2.60 -0.293
Sb 0.20 3.02 -1.41 1.450
C 1.90 2.39 -0.25 -0.636
C 0.65 1.40 -2.78 -0.523
H 6.32 0.96 -2.02 0.010
H 5.89 0.31 -3.60 0.016
H 6.14 -0.79 -2.23 0.016
H 4.82 0.02 0.28 0.033
H 3.10 0.22 0.63 -0.050
H 4.17 1.63 0.42 0.031
H 2.97 2.52 -3.74 0.048
H 4.71 2.38 -3.55 0.065
H 5.80 3.16 -1.44 0.108
H 5.99 4.98 0.19 0.111
H 4.12 6.62 0.42 0.112
H 2.10 6.35 -0.95 0.119
H 1.45 4.00 -3.61 0.054
H 0.87 5.34 -2.61 0.057
H 2.51 3.25 0.04 0.064
H 2.37 1.80 -1.01 -0.204
H 1.73 1.84 0.66 -0.021
H 0.82 1.81 -3.78 0.045
H -0.13 0.64 -2.87 0.014
H 1.58 0.99 -2.42 -0.264
Br -7.22 -5.56 0.87 0.751
C -6.61 -4.06 1.85 -0.693
C -5.25 -3.77 1.87 -0.113
C -4.80 -2.67 2.58 -0.022
C -5.70 -1.89 3.30 -0.256
C -7.05 -2.21 3.29 -0.019
C -7.51 -3.29 2.55 -0.116
N -5.34 -0.84 4.23 0.085
N -4.35 -0.13 4.07 0.074
C -3.60 -0.17 2.85 -0.277
C -4.17 0.13 1.64 -0.023
C -3.38 0.27 0.49 0.007
C -2.01 0.06 0.50 -0.398
O -1.27 0.24 -0.56 -0.424
C -1.42 -0.32 1.76 -0.158
N -0.09 -0.64 1.78 -0.002
C 0.46 -0.99 2.93 -0.165
C -0.24 -1.03 4.15 -0.045
C -1.57 -0.72 4.15 0.017
C -2.21 -0.38 2.93 -0.113
H -4.56 -4.39 1.33 0.101
H -3.74 -2.46 2.60 0.109
H -7.72 -1.61 3.88 0.117
H -8.57 -3.53 2.53 0.105
H -5.24 0.30 1.59 0.128
H -3.84 0.55 -0.45 0.117
H 1.50 -1.29 2.90 0.107
H 0.28 -1.29 5.06 0.109
H -2.14 -0.73 5.06 0.120
N -0.85 -4.75 -3.52 0.141
C -0.66 -4.34 -2.24 -0.372
C -0.43 -3.00 -1.91 -0.092
N -0.14 -2.62 -0.68 0.014
C -0.13 -3.57 0.27 -0.139
C -0.43 -4.88 -0.05 -0.111
N -0.68 -5.27 -1.29 0.129
H -0.87 -4.10 -4.29 0.098
H -1.05 -5.72 -3.70 0.106
H -0.53 -2.21 -2.66 0.107
H 0.10 -3.25 1.27 0.087
H -0.48 -5.64 0.72 0.111
```

Calculated values
HOMO level, eV: -9.21
LUMO energy, eV: -3.19
Charge: +1
Energy relative to the best compared isomer or geometry (same formula, charge and spin), kJ/mol: 610.09
E, Eh: -4685.0240
Frontier orbital gap, eV: 6.0122

=====

Record 3
Formula: C38H35AgN3O4P
Source: the Open Molecules 2025 dataset
Level of theory: ωB97M-V with the def2-TZVPD basis set

XYZ file:
```
82
Properties=species:S:1:pos:R:3:lowdin_charge:R:1
Ag -0.97 -0.75 0.16 0.762
O -1.69 4.04 1.92 0.013
C -0.43 4.16 2.34 -0.309
C 0.10 5.44 2.57 -0.043
C 1.41 5.59 2.99 -0.131
C 2.22 4.48 3.18 -0.125
C 1.70 3.21 2.96 -0.050
C 0.39 3.03 2.54 -0.098
C -0.18 1.66 2.26 -0.507
O -1.40 1.60 1.88 -0.091
N 0.66 0.67 2.45 0.028
N 0.13 -0.60 2.15 -0.059
C 0.49 -1.49 3.00 -0.122
C 0.19 -2.91 3.01 -0.157
C 0.60 -3.61 4.15 -0.103
C 0.37 -4.96 4.34 -0.162
C -0.30 -5.65 3.33 -0.150
C -0.72 -5.01 2.19 -0.050
C -0.49 -3.61 1.95 -0.427
O -0.86 -3.08 0.86 -0.170
H -1.81 3.01 1.83 0.051
H -0.55 6.29 2.41 0.100
H 1.80 6.59 3.16 0.086
H 3.25 4.60 3.49 0.088
H 2.31 2.33 3.08 0.105
H 1.08 -1.13 3.84 0.106
H 1.12 -3.04 4.92 0.092
H 0.70 -5.46 5.25 0.069
H -0.50 -6.72 3.45 0.080
H -1.23 -5.55 1.40 0.093
C 3.77 -0.77 -0.93 -0.105
C 2.95 -1.69 -0.31 -0.082
C 1.76 -2.09 -0.91 -0.117
C 1.37 -1.55 -2.13 -0.401
C 2.19 -0.60 -2.74 -0.118
C 3.39 -0.23 -2.16 -0.104
P -0.27 -2.05 -2.78 1.083
C 0.15 -2.53 -4.52 -0.375
C -0.90 -2.75 -5.41 -0.133
C -0.68 -3.22 -6.69 -0.111
C 0.61 -3.52 -7.11 -0.126
C 1.66 -3.34 -6.23 -0.108
C 1.44 -2.84 -4.95 -0.096
C -1.11 -0.43 -2.96 -0.452
C -1.34 0.23 -4.17 -0.139
C -2.06 1.42 -4.19 -0.137
C -2.52 1.95 -2.99 -0.138
C -2.24 1.31 -1.79 -0.171
C -1.53 0.09 -1.72 -0.275
H 4.68 -0.42 -0.46 0.097
H 3.22 -2.09 0.66 0.103
H 1.10 -2.78 -0.40 0.073
H 1.88 -0.15 -3.68 0.108
H 4.02 0.52 -2.63 0.094
H -1.92 -2.53 -5.09 0.103
H -1.52 -3.37 -7.36 0.091
H 0.78 -3.90 -8.11 0.085
H 2.67 -3.57 -6.54 0.092
H 2.28 -2.70 -4.28 0.092
H -0.97 -0.18 -5.10 0.081
H -2.25 1.92 -5.13 0.081
H -3.08 2.88 -2.99 0.086
H -2.57 1.77 -0.86 0.078
O 4.34 2.41 0.26 0.003
C 3.25 2.86 -0.08 -0.515
C 3.07 4.33 -0.44 -0.097
C 2.66 4.60 -1.91 -0.181
C 2.19 3.37 -2.69 -0.203
C 0.87 2.79 -2.18 -0.163
C 0.86 2.60 -0.66 -0.159
N 2.13 2.11 -0.15 0.113
H 4.02 4.80 -0.20 0.108
H 2.32 4.73 0.25 0.097
H 3.52 5.03 -2.43 0.096
H 1.88 5.36 -1.93 0.106
H 2.97 2.61 -2.65 0.091
H 2.07 3.64 -3.75 0.105
H 0.68 1.83 -2.67 0.087
H 0.04 3.45 -2.44 0.111
H 0.09 1.89 -0.38 0.082
H 0.61 3.54 -0.16 0.114
H 2.18 1.16 0.20 0.129
```

Calculated values
HOMO level, eV: -1.68
LUMO energy, eV: 4.33
Charge: -2
Energy relative to the best compared isomer or geometry (same formula, charge and spin), kJ/mol: 0.00
E, Eh: -2422.6856
Frontier orbital gap, eV: 6.0068

=====

Record 4
Formula: C21H18N4O3S4SbTc
Source: the Open Molecules 2025 dataset
Level of theory: ωB97M-V with the def2-TZVPD basis set

XYZ file:
```
52
Properties=species:S:1:pos:R:3:mulliken_spin:R:1
Tc -1.09 -0.47 -2.55 1.553
N -4.14 2.29 -4.32 -0.002
C -3.40 1.46 -3.58 0.008
S -1.91 0.91 -4.28 -0.009
N -3.82 1.12 -2.40 0.002
N -3.00 0.25 -1.78 -0.026
C -3.29 -0.07 -0.57 0.022
C -2.44 -1.06 0.07 0.004
C -2.67 -1.59 1.32 -0.001
C -1.86 -2.62 1.77 0.001
C -0.85 -3.09 0.94 -0.003
C -0.67 -2.51 -0.30 0.006
N -1.43 -1.50 -0.71 0.018
H -3.78 2.67 -5.18 0.001
H -4.96 2.70 -3.91 0.000
H -4.15 0.36 -0.09 0.000
H -3.48 -1.21 1.92 0.000
H -2.01 -3.05 2.75 0.000
H -0.20 -3.90 1.25 0.000
H 0.11 -2.83 -0.97 0.006
O 1.32 -0.59 -0.59 -0.005
C 1.06 0.46 0.33 0.025
C -0.18 1.27 -0.18 -0.028
O -0.79 1.99 0.59 0.007
O -0.42 1.17 -1.44 0.053
C 2.21 1.46 0.43 -0.003
C 3.33 1.38 -0.38 0.002
C 4.35 2.32 -0.27 0.002
C 4.26 3.34 0.65 0.000
C 3.14 3.43 1.47 0.000
C 2.13 2.50 1.36 0.001
C 0.87 -0.23 1.69 -0.001
C -0.05 0.18 2.64 -0.001
C -0.14 -0.49 3.86 0.000
C 0.69 -1.56 4.14 0.000
C 1.62 -1.96 3.20 0.000
C 1.72 -1.30 1.98 -0.001
H 1.81 -0.24 -1.33 0.008
H 3.46 0.59 -1.11 0.001
H 5.22 2.24 -0.91 0.000
H 5.06 4.07 0.74 0.000
H 3.06 4.23 2.19 0.000
H 1.25 2.58 1.99 0.000
H -0.70 1.02 2.43 0.000
H -0.87 -0.15 4.59 0.000
H 0.61 -2.07 5.09 0.000
H 2.29 -2.79 3.41 0.000
H 2.44 -1.62 1.25 0.000
S 1.43 -3.93 -4.71 0.101
Sb -0.07 -2.34 -5.20 0.117
S 0.72 -0.39 -3.81 -0.137
S -1.80 -2.44 -3.47 0.281
```

Calculated values
HOMO level (spin up / spin down), eV: -7.68 / -7.80
LUMO energy (spin up / spin down), eV: -2.34 / -2.21
Charge: 0
Energy relative to the best compared isomer or geometry (same formula, charge and spin), kJ/mol: 0.00
E, Eh: -3169.6781
2S+1: 3
<S²>: 2.088
Frontier orbital gap (spin up / spin down), eV: 5.3486 / 5.5964